Entry 1:
A molecular structure, C51H38N4O7P2S2W, computed with ωB97M-V/def2-TZVPD.

Summary:
Orbital gap (spin up / spin down), eV: 6.83 / 6.83
Maximum force, hartree/bohr: 0.01785
LUMO level (spin up / spin down), eV: -0.2556 / -0.2554
Charge: 0
ΔE to the lowest compared entry with this formula, charge and spin, kcal per mole: 0.0

Element x y z (Å)
W1 -0.4804 0.1857 -0.6061
O1 -0.8675 1.1025 3.5026
C1 -0.4103 0.9448 2.3979
N1 -0.5842 -0.1415 1.5622
C2 -1.1359 -1.2819 2.0891
O2 -1.1238 -1.6383 3.2490
C3 -1.7625 -2.1201 1.0372
C4 -2.5019 -3.2307 1.3932
C5 -3.1326 -3.9599 0.4032
C6 -2.9866 -3.5378 -0.9051
C7 -2.2156 -2.4258 -1.1850
N2 -1.5955 -1.7099 -0.2305
C8 0.4429 1.9831 1.7486
C9 0.8218 3.1139 2.4412
C10 1.6816 4.0035 1.8229
C11 2.1284 3.7096 0.5413
C12 1.6663 2.5719 -0.0934
N3 0.8117 1.7296 0.4912
H1 -2.5648 -3.4743 2.4442
H2 -3.7318 -4.8270 0.6459
H3 -3.4664 -4.0498 -1.7261
H4 -2.0929 -2.0904 -2.1994
H5 0.4428 3.2459 3.4444
H6 2.0062 4.9029 2.3290
H7 2.8081 4.3601 0.0102
H8 1.9867 2.3437 -1.0931
O3 0.8015 3.3760 -2.8979
C13 0.3649 2.2385 -2.8581
O4 -0.3439 1.8241 -1.8379
C14 0.6228 1.3128 -4.0108
C15 0.9923 1.9279 -5.2101
C16 1.2847 1.1887 -6.3382
C17 1.2267 -0.1989 -6.2772
C18 0.8706 -0.8233 -5.0993
C19 0.5549 -0.0780 -3.9594
S1 0.0985 -1.0549 -2.5680
H9 1.0446 3.0074 -5.2239
H10 1.5588 1.6870 -7.2586
H11 1.4616 -0.7949 -7.1502
H12 0.8303 -1.9039 -5.0394
C20 1.5070 -2.8578 0.0753
P1 1.6913 -1.0258 -0.0564
C21 2.4720 -0.6097 1.5589
C22 3.4308 0.4037 1.6093
C23 3.9479 0.8297 2.8222
C24 3.5178 0.2432 4.0051
C25 2.5876 -0.7834 3.9652
C26 2.0762 -1.2130 2.7482
C27 3.1640 -0.8564 -1.1237
C28 3.2364 0.0474 -2.1725
C29 4.3905 0.1504 -2.9385
C30 5.4837 -0.6503 -2.6511
C31 5.4307 -1.5437 -1.5877
C32 4.2821 -1.6374 -0.8224
P2 1.8759 -3.8471 -1.4617
C33 3.2419 -4.9633 -0.9183
C34 3.7756 -5.0923 0.3612
C35 4.8099 -5.9842 0.6152
C36 5.3240 -6.7670 -0.4065
C37 4.8055 -6.6460 -1.6880
C38 3.7844 -5.7448 -1.9406
C39 0.4920 -5.0591 -1.3623
C40 0.1442 -5.7469 -0.1989
C41 -0.8802 -6.6789 -0.2111
C42 -1.5671 -6.9432 -1.3918
C43 -1.2332 -6.2645 -2.5522
C44 -0.2108 -5.3226 -2.5337
H13 0.4696 -3.0770 0.3302
H14 2.1098 -3.1837 0.9213
H15 3.7790 0.8594 0.6910
H16 4.6873 1.6204 2.8425
H17 3.9107 0.5836 4.9546
H18 2.2384 -1.2451 4.8791
H19 1.3394 -2.0045 2.7572
H20 2.3807 0.6594 -2.4119
H21 4.4234 0.8513 -3.7628
H22 6.3819 -0.5784 -3.2509
H23 6.2861 -2.1648 -1.3551
H24 4.2557 -2.3187 0.0193
H25 3.3977 -4.4984 1.1851
H26 5.2121 -6.0670 1.6170
H27 6.1291 -7.4625 -0.2078
H28 5.2066 -7.2471 -2.4940
H29 3.3971 -5.6387 -2.9478
H30 0.6879 -5.5636 0.7217
H31 -1.1372 -7.2105 0.6966
H32 -2.3597 -7.6809 -1.4033
H33 -1.7669 -6.4640 -3.4729
H34 0.0458 -4.7814 -3.4375
O5 -2.8640 0.8303 -4.1299
S2 -3.5137 0.3695 -2.9420
O6 -4.1839 -0.8999 -2.9739
N4 -2.4913 0.4472 -1.6530
C45 -2.8433 1.3748 -0.7823
O7 -2.0648 1.5547 0.1879
C46 -4.1005 2.0848 -1.0942
C47 -4.7547 3.0718 -0.3820
C48 -5.9379 3.5718 -0.9127
C49 -6.4418 3.0909 -2.1176
C50 -5.7793 2.0969 -2.8315
C51 -4.6075 1.6135 -2.2924
H35 -4.3499 3.4345 0.5531
H36 -6.4768 4.3464 -0.3836
H37 -7.3642 3.4994 -2.5087
H38 -6.1643 1.7233 -3.7704

Entry 2:
A molecular structure, C51H39BrN3O2PtS at a distorted geometry, computed with ωB97M-V/def2-TZVPD.

Summary:
Orbital gap, eV: 7.24
Maximum force, hartree/bohr: 0.03593
LUMO level, eV: -3.6969
Charge: +1
ΔE to the lowest compared entry with this formula, charge and spin, kcal per mole: 34.1

Element x y z (Å)
Pt1 -0.0621 -0.0435 0.0011
O1 2.0113 -0.0091 0.0589
C1 2.7485 -0.9147 0.8387
C2 1.7817 -1.7449 1.7298
C3 1.0275 -0.8019 2.6089
C4 1.3246 -0.6966 3.9562
C5 0.7228 0.2873 4.7151
C6 -0.1367 1.1772 4.0971
C7 -0.4096 1.0509 2.7480
C8 -1.2701 2.0377 2.0232
C9 -0.4946 2.7864 0.9196
O2 -0.0649 1.8903 -0.1038
C10 0.7177 3.5577 1.4305
C11 1.7717 3.7924 0.5517
C12 2.8735 4.5321 0.9514
C13 2.9407 5.0462 2.2394
C14 1.8957 4.8195 3.1208
C15 0.7872 4.0877 2.7139
C16 -1.4984 3.7705 0.2825
C17 -2.4090 3.3083 -0.6614
C18 -3.3602 4.1559 -1.2071
C19 -3.4121 5.4866 -0.8183
C20 -2.5030 5.9575 0.1146
C21 -1.5471 5.1087 0.6587
N1 0.1316 0.0383 2.0364
C22 3.7001 -0.1990 1.7964
C23 3.5844 1.1611 2.0268
C24 4.4173 1.7905 2.9475
C25 5.3699 1.0633 3.6422
C26 5.4839 -0.3043 3.4222
C27 4.6515 -0.9296 2.5087
C28 3.5057 -1.8198 -0.1457
C29 4.7947 -1.4958 -0.5587
C30 5.4205 -2.2146 -1.5697
C31 4.7658 -3.2654 -2.1939
C32 3.4755 -3.5887 -1.8004
C33 2.8542 -2.8652 -0.7938
H1 1.1089 -2.2737 1.0719
H2 2.3259 -2.4715 2.3310
H3 2.0430 -1.3793 4.3867
H4 0.9468 0.3826 5.7692
H5 -0.6080 1.9716 4.6573
H6 -2.0822 1.5376 1.5067
H7 -1.7147 2.7386 2.7258
H8 1.7209 3.3909 -0.4513
H9 3.6797 4.7120 0.2520
H10 3.7986 5.6279 2.5512
H11 1.9331 5.2208 4.1254
H12 -0.0356 3.9662 3.4074
H13 -2.3660 2.2778 -0.9751
H14 -4.0585 3.7752 -1.9423
H15 -4.1498 6.1531 -1.2453
H16 -2.5275 6.9955 0.4201
H17 -0.8404 5.5046 1.3745
H18 2.8471 1.7255 1.4755
H19 4.3192 2.8549 3.1118
H20 6.0266 1.5552 4.3481
H21 6.2292 -0.8813 3.9548
H22 4.7547 -1.9955 2.3337
H23 5.3170 -0.6709 -0.0923
H24 6.4262 -1.9479 -1.8687
H25 5.2546 -3.8254 -2.9803
H26 2.9481 -4.4050 -2.2797
H27 1.8430 -3.1317 -0.5210
S1 -1.5540 0.0832 -4.1849
C34 0.1809 0.0902 -4.3135
C35 0.9525 0.1562 -5.4697
C36 2.3240 0.1516 -5.3235
C37 2.9127 0.0929 -4.0539
C38 2.1514 0.0237 -2.9061
C39 0.7653 0.0176 -3.0477
N2 -0.1944 -0.0707 -2.0316
C40 -1.4257 -0.0124 -2.4863
C41 -2.5142 -0.0584 -1.5288
C42 -3.8627 0.0081 -1.8669
C43 -4.8136 -0.1085 -0.8707
C44 -4.4068 -0.3071 0.4440
C45 -3.0574 -0.3538 0.7776
C46 -2.0895 -0.1845 -0.2009
H28 0.4903 0.2133 -6.4457
H29 2.9512 0.1977 -6.2034
H30 3.9909 0.1046 -3.9672
H31 2.5876 -0.0087 -1.9181
H32 -4.1605 0.1447 -2.9005
H33 -5.8663 -0.0569 -1.1114
H34 -5.1508 -0.4133 1.2232
H35 -2.7778 -0.5063 1.8145
Br1 -0.6645 -5.3085 2.7504
C47 -0.6793 -4.4890 1.0604
C48 -0.4090 -5.2092 -0.0934
C49 -0.3931 -4.5300 -1.2995
C50 -0.5818 -3.1583 -1.2988
N3 -0.8345 -2.4691 -0.1844
C51 -0.9242 -3.1323 0.9698
H36 -0.2155 -6.2720 -0.0441
H37 -0.2169 -5.0527 -2.2289
H38 -0.5278 -2.5877 -2.2177
H39 -1.1976 -2.5593 1.8485